Record 1
{
  "formula": "C44H40F4N6O2PSSn",
  "method": "ωB97M-V/def2-TZVPD",
  "symbols": ["Sn", "C", "C", "N", "C", "C", "C", "C", "N", "C", "C", "F", "C", "F", "C", "C", "F", "C", "F", "H", "H", "H", "H", "H", "H", "H", "H", "H", "H", "H", "H", "H", "H", "H", "S", "C", "N", "N", "C", "C", "C", "C", "C", "C", "N", "N", "C", "C", "C", "C", "C", "C", "H", "H", "H", "H", "H", "H", "H", "H", "H", "H", "H", "O", "C", "O", "C", "C", "C", "C", "C", "C", "P", "C", "C", "C", "C", "C", "C", "C", "C", "C", "C", "C", "C", "H", "H", "H", "H", "H", "H", "H", "H", "H", "H", "H", "H", "H", "H"],
  "coordinates": [[0.551, -0.969, 0.191], [3.234, 1.357, -3.688], [2.346, 0.904, -2.529], [1.650, 1.932, -1.744], [2.545, 2.910, -1.112], [2.949, 4.147, -1.921], [0.572, 2.595, -2.459], [-0.667, 1.732, -2.610], [-1.282, 1.383, -1.302], [-1.764, 2.531, -0.605], [-1.102, 2.927, 0.555], [-0.109, 2.171, 1.059], [-1.407, 4.117, 1.193], [-0.724, 4.458, 2.285], [-2.379, 4.956, 0.689], [-3.075, 4.558, -0.436], [-4.016, 5.349, -0.943], [-2.790, 3.357, -1.064], [-3.493, 2.999, -2.141], [3.512, 0.480, -4.273], [2.726, 2.054, -4.355], [4.152, 1.815, -3.321], [1.587, 0.213, -2.908], [2.966, 0.340, -1.828], [2.055, 3.249, -0.194], [3.449, 2.374, -0.827], [2.113, 4.828, -2.074], [3.722, 4.685, -1.370], [3.358, 3.886, -2.895], [0.293, 3.486, -1.892], [0.874, 2.922, -3.461], [-1.384, 2.256, -3.249], [-0.425, 0.782, -3.092], [-2.588, 5.905, 1.160], [-2.472, 0.155, -1.719], [-3.440, -0.196, -0.216], [-4.730, -0.245, -0.355], [-5.354, 0.085, -1.423], [-6.741, -0.117, -1.561], [-7.457, -0.818, -0.593], [-8.809, -1.043, -0.780], [-9.449, -0.572, -1.919], [-8.733, 0.142, -2.868], [-7.379, 0.372, -2.696], [-2.991, -0.554, 0.995], [-1.805, -0.625, 1.379], [-1.705, -1.097, 2.711], [-0.785, -0.496, 3.564], [-0.678, -0.943, 4.869], [-1.450, -2.005, 5.315], [-2.348, -2.619, 4.452], [-2.493, -2.156, 3.157], [-4.842, 0.483, -2.209], [-6.939, -1.183, 0.281], [-9.369, -1.586, -0.033], [-10.504, -0.757, -2.064], [-9.230, 0.531, -3.746], [-6.819, 0.928, -3.438], [-0.197, 0.344, 3.209], [0.017, -0.464, 5.546], [-1.346, -2.363, 6.330], [-2.929, -3.466, 4.789], [-3.175, -2.628, 2.464], [2.058, -2.957, 0.224], [1.753, -3.004, 1.441], [0.622, -2.585, 1.848], [2.801, -3.287, 2.470], [2.940, -4.458, 3.200], [3.923, -4.545, 4.171], [4.764, -3.471, 4.422], [4.613, -2.291, 3.718], [3.619, -2.181, 2.748], [3.405, -0.607, 1.828], [5.081, -0.592, 1.080], [5.262, -1.522, 0.053], [6.472, -1.601, -0.614], [7.511, -0.745, -0.269], [7.344, 0.157, 0.769], [6.135, 0.237, 1.447], [3.340, 0.581, 3.215], [2.563, 0.202, 4.314], [2.295, 1.104, 5.330], [2.775, 2.403, 5.256], [3.526, 2.796, 4.160], [3.800, 1.895, 3.141], [2.295, -5.303, 2.998], [4.034, -5.459, 4.739], [5.540, -3.551, 5.172], [5.258, -1.445, 3.924], [4.450, -2.193, -0.209], [6.605, -2.329, -1.403], [8.453, -0.791, -0.800], [8.160, 0.805, 1.060], [6.026, 0.938, 2.263], [2.175, -0.808, 4.372], [1.704, 0.793, 6.182], [2.568, 3.106, 6.052], [3.895, 3.810, 4.088], [4.380, 2.227, 2.291]],
  "atomic_forces_ev_per_a": [[0.244, -0.481, 0.576], [-0.036, -0.108, 0.056], [-0.145, 0.152, 0.139], [0.175, 0.102, -0.181], [-0.027, -0.023, 0.062], [0.008, -0.130, -0.002], [-0.049, -0.317, 0.211], [0.106, -0.008, 0.009], [-0.337, -0.131, 0.003], [0.009, 0.049, 0.128], [0.240, -0.249, 0.034], [-0.169, 0.056, -0.102], [-0.064, 0.034, -0.123], [0.033, -0.008, 0.024], [-0.003, -0.039, 0.025], [0.108, -0.085, 0.055], [-0.126, -0.008, -0.055], [0.112, 0.043, 0.163], [-0.037, 0.070, -0.182], [0.060, 0.019, -0.049], [0.021, 0.006, -0.012], [-0.019, 0.054, -0.060], [0.048, -0.018, 0.018], [0.006, -0.111, 0.045], [0.080, -0.023, 0.072], [0.065, -0.098, 0.162], [0.015, 0.024, 0.000], [-0.037, 0.052, -0.011], [0.022, 0.032, -0.017], [0.038, 0.079, -0.082], [-0.098, 0.113, -0.026], [-0.028, -0.049, -0.030], [0.016, 0.041, -0.045], [-0.050, -0.015, 0.034], [0.106, -0.436, 0.798], [1.208, 0.794, -1.963], [-0.667, -0.191, 0.477], [0.294, 0.109, -0.117], [-0.586, -0.147, 0.160], [0.234, 0.058, -0.057], [-0.033, 0.055, -0.052], [-0.038, 0.038, 0.009], [-0.041, 0.000, -0.007], [0.248, 0.014, 0.064], [-0.250, -0.439, 1.361], [0.009, 0.140, -1.138], [-0.007, -0.129, 0.919], [-0.209, 0.023, -0.317], [0.071, -0.026, 0.163], [0.027, -0.014, -0.065], [0.019, 0.003, 0.051], [0.148, 0.069, -0.231], [0.074, 0.003, -0.003], [-0.045, -0.030, 0.036], [0.022, -0.026, 0.012], [-0.009, 0.011, 0.005], [0.002, -0.024, -0.021], [0.003, 0.003, -0.008], [0.076, 0.025, 0.024], [-0.059, -0.005, -0.039], [0.004, 0.008, 0.012], [-0.044, 0.020, -0.003], [-0.047, -0.002, 0.034], [-0.195, 0.217, 0.064], [0.327, -0.227, -0.350], [-0.344, 0.812, -0.441], [0.122, 0.464, 0.265], [-0.087, -0.095, -0.213], [-0.016, -0.098, 0.013], [0.092, 0.056, 0.068], [-0.126, -0.043, -0.076], [-0.258, -0.304, -0.095], [0.256, -0.126, 0.291], [-0.277, 0.266, -0.275], [-0.042, 0.080, -0.023], [-0.003, 0.007, -0.001], [0.002, -0.028, 0.042], [0.078, 0.025, 0.019], [-0.102, 0.023, 0.031], [-0.285, 0.051, -0.143], [0.136, 0.017, 0.003], [-0.020, 0.002, -0.004], [0.035, 0.001, 0.033], [0.003, 0.031, -0.014], [0.028, -0.037, -0.086], [-0.033, -0.001, 0.018], [0.007, -0.020, -0.022], [-0.012, -0.019, 0.018], [0.015, -0.007, 0.005], [-0.012, -0.011, -0.050], [-0.004, 0.004, -0.007], [0.010, -0.016, 0.010], [-0.001, 0.006, -0.006], [0.042, -0.036, -0.020], [-0.001, 0.022, 0.047], [0.039, 0.021, 0.024], [-0.017, 0.004, 0.000], [0.016, -0.011, 0.014], [-0.064, 0.036, -0.081]],
  "total_charge": 1,
  "spin_multiplicity": 1,
  "mol_weight_g_mol": 942.588,
  "de_lowest_kcal_mol": 40.4,
  "homo_ha": -0.38012,
  "e_lumo_ev": -3.66
}


Record 2
{
  "formula": "C3H10O2",
  "method": "ωB97M-V/def2-TZVPD",
  "symbols": ["C", "C", "C", "O", "H", "H", "H", "H", "H", "H", "H", "H", "O", "H", "H"],
  "coordinates": [[0.198, 0.664, 0.021], [-1.316, 0.283, -0.010], [-1.527, -0.875, 0.958], [-2.170, 1.491, 0.061], [0.506, 1.272, -0.931], [0.338, 1.394, 0.878], [0.900, -0.181, 0.106], [-1.501, -0.076, -1.053], [-1.106, -1.915, 0.456], [-1.097, -0.553, 1.885], [-2.580, -1.007, 1.046], [-2.994, 1.432, 0.600], [4.068, -0.213, -1.349], [4.812, -0.741, -1.016], [3.470, -0.974, -1.653]],
  "atomic_forces_ev_per_a": [[-0.162, 2.696, -0.720], [0.682, -0.143, -2.166], [0.372, -1.106, -2.127], [0.372, -0.770, 0.995], [-0.636, -1.135, 1.670], [0.078, -0.992, -0.796], [-0.589, 0.204, 0.078], [-0.029, 0.012, 0.751], [-0.732, 2.842, 1.621], [0.344, -0.617, 0.770], [-0.934, -0.408, 0.436], [1.242, -0.579, -0.512], [-0.981, -2.380, -0.512], [-0.017, 0.509, 0.005], [0.989, 1.868, 0.507]],
  "total_charge": 0,
  "spin_multiplicity": 1,
  "mol_weight_g_mol": 78.111,
  "de_lowest_kcal_mol": 24.9,
  "smiles": "CC(C)O.O",
  "homo_ha": -0.36988,
  "e_lumo_ev": 0.73
}


Record 3
{
  "formula": "C5H9NO",
  "method": "ωB97M-V/def2-TZVPD",
  "symbols": ["C", "C", "N", "C", "C", "C", "O", "H", "H", "H", "H", "H", "H", "H", "H", "H"],
  "coordinates": [[-0.755, -1.429, 0.849], [0.325, -0.411, 1.104], [1.612, -0.618, 0.453], [0.783, 0.525, 0.043], [0.338, 0.459, -1.424], [-1.378, 2.224, -0.571], [-2.420, 1.891, -0.880], [-0.649, -1.845, -0.156], [-0.698, -2.255, 1.565], [-1.744, -0.964, 0.935], [0.355, -0.032, 2.130], [2.385, -0.342, 1.052], [1.104, 1.503, 0.411], [0.483, -0.560, -1.766], [0.959, 1.153, -1.998], [-0.690, 0.680, -1.735]],
  "atomic_forces_ev_per_a": [[-0.028, -0.048, -0.059], [-0.260, 0.011, 0.072], [0.251, -0.073, 0.097], [-0.101, 0.143, -0.216], [0.236, -0.257, -0.169], [-1.719, 0.506, 0.069], [0.909, 0.431, 0.424], [-0.053, 0.036, 0.131], [-0.003, 0.098, -0.083], [0.110, -0.103, 0.002], [-0.035, 0.017, -0.268], [-0.155, 0.053, -0.086], [-0.128, -0.245, -0.257], [0.424, -0.098, -0.159], [0.095, -0.272, -0.070], [0.458, -0.201, 0.572]],
  "total_charge": 0,
  "spin_multiplicity": 1,
  "mol_weight_g_mol": 99.133,
  "de_lowest_kcal_mol": 56.3,
  "homo_ha": -0.35012,
  "e_lumo_ev": 1.04
}


Record 4
{
  "formula": "C3H14N2O2S",
  "method": "ωB97M-V/def2-TZVPD",
  "symbols": ["N", "C", "C", "N", "C", "S", "H", "H", "H", "H", "H", "H", "H", "H", "H", "H", "O", "H", "H", "O", "H", "H"],
  "coordinates": [[-0.039, 1.691, 1.342], [0.966, 1.360, 0.224], [0.359, 0.597, -0.950], [1.050, 1.234, -2.143], [0.543, -0.926, -1.009], [-0.342, -1.846, -2.385], [-0.845, 2.244, 1.215], [-0.402, 0.970, 1.907], [1.626, 0.590, 0.748], [1.646, 2.227, -0.184], [-0.702, 0.775, -0.918], [0.647, 0.963, -3.045], [1.992, 1.119, -2.117], [0.206, -1.286, -0.034], [1.631, -1.069, -0.895], [-0.889, -0.890, -3.106], [0.630, 0.062, 3.949], [1.471, -0.032, 4.425], [0.178, -0.789, 4.030], [-3.109, -2.796, -0.252], [-3.320, -2.158, -1.140], [-3.299, -2.040, 0.340]],
  "atomic_forces_ev_per_a": [[2.191, 0.601, -1.187], [-0.046, -1.145, 2.516], [1.220, 0.796, -2.516], [-5.142, 0.330, -0.112], [0.205, 0.693, 1.312], [1.057, -0.432, 1.282], [-0.486, 1.249, -1.330], [0.695, -1.532, 0.524], [-0.320, 1.269, -0.467], [-1.813, -1.376, 1.251], [-0.445, 0.516, -0.601], [0.510, -0.045, 0.547], [3.230, -0.671, 0.034], [-0.623, -0.484, -0.232], [-0.233, -0.499, -1.073], [0.021, 0.890, -0.058], [0.146, -0.291, 0.153], [-0.451, -0.027, -0.229], [0.264, 0.187, 0.112], [-1.340, 4.027, -3.420], [1.119, -3.193, 3.056], [0.239, -0.863, 0.440]],
  "total_charge": 0,
  "spin_multiplicity": 1,
  "mol_weight_g_mol": 142.224,
  "de_lowest_kcal_mol": 47.1,
  "smiles": "NC[C@@H](N)CS.O.O",
  "homo_ha": -0.32539,
  "e_lumo_ev": 0.45
}